Entry from the OMol25 dataset: a 10-piece molecular cluster, C51H150N21O16P7S3 overall in a non-equilibrium geometry (ωB97M-V/def2-TZVPD).

CARTESIAN COORDINATES (ANGSTROEM)
C -0.985 -3.595 -7.267
N -2.169 -2.963 -7.798
C -2.911 -3.817 -8.635
P -2.610 -1.373 -7.430
O -3.856 -1.015 -8.135
N -2.925 -1.235 -5.805
C -4.328 -1.280 -5.365
C -1.880 -1.372 -4.850
N -1.191 -0.504 -7.625
C -1.310 0.960 -7.457
C -0.366 -0.689 -8.810
H -1.229 -4.495 -6.669
H -0.377 -2.931 -6.600
H -0.258 -3.956 -8.071
H -2.443 -4.033 -9.584
H -3.732 -3.236 -8.881
H -3.233 -4.741 -8.114
H -4.441 -0.500 -4.626
H -4.943 -1.243 -6.255
H -4.570 -2.272 -5.007
H -1.296 -2.349 -4.981
H -1.185 -0.547 -5.020
H -2.313 -1.119 -3.859
H -1.732 1.434 -8.354
H -2.064 1.193 -6.683
H -0.379 1.349 -7.099
H -0.272 -1.751 -9.129
H 0.685 -0.311 -8.746
H -0.851 -0.171 -9.708
C 0.167 0.413 4.695
N -1.099 -0.340 4.346
C -2.241 0.485 4.696
P -0.965 -1.848 5.035
O -1.118 -1.913 6.519
N -2.047 -2.834 4.201
C -2.427 -2.504 2.818
C -2.412 -4.065 4.843
N 0.591 -2.408 4.650
C 1.747 -2.130 5.472
C 0.972 -2.929 3.322
H 0.953 0.102 4.003
H 0.459 0.302 5.714
H -0.077 1.422 4.348
H -2.200 1.473 4.265
H -2.195 0.749 5.801
H -3.232 0.035 4.582
H -3.490 -2.137 2.708
H -1.726 -1.709 2.482
H -2.229 -3.385 2.176
H -1.582 -4.659 5.197
H -2.970 -3.815 5.678
H -3.128 -4.585 4.173
H 1.493 -1.597 6.437
H 2.255 -3.005 5.738
H 2.411 -1.449 4.923
H 0.136 -3.316 2.797
H 1.673 -3.690 3.537
H 1.339 -2.200 2.636
C 0.269 -3.739 -0.033
N 0.319 -4.702 -1.105
C -0.606 -4.421 -2.283
P 1.306 -6.044 -1.168
O 1.203 -6.671 -2.517
N 2.885 -5.637 -0.933
C 3.554 -5.229 -2.158
C 3.431 -5.019 0.234
N 0.847 -6.890 0.172
C 1.706 -8.115 0.458
C -0.561 -7.179 0.284
H 0.911 -2.885 -0.337
H 0.534 -4.153 0.930
H -0.754 -3.340 0.058
H -0.562 -5.219 -3.016
H -0.302 -3.442 -2.694
H -1.626 -4.437 -1.876
H 4.618 -5.467 -2.032
H 3.191 -5.845 -2.961
H 3.451 -4.130 -2.211
H 3.547 -3.939 0.127
H 2.763 -5.250 1.064
H 4.412 -5.412 0.494
H 1.151 -8.986 0.095
H 2.673 -7.936 -0.074
H 1.981 -8.186 1.562
H -1.187 -6.227 0.282
H -0.700 -7.633 1.244
H -0.913 -7.892 -0.482
C 7.120 5.267 6.737
N 6.344 4.041 6.756
C 7.137 2.840 6.967
P 4.690 4.067 6.977
O 3.928 5.148 6.225
N 4.307 2.505 6.536
C 3.097 2.084 7.101
C 4.475 2.182 5.087
N 4.390 4.216 8.647
C 3.089 4.590 9.168
C 5.205 3.491 9.608
H 6.426 6.076 6.767
H 7.653 5.333 5.792
H 7.846 5.322 7.611
H 7.163 2.526 8.097
H 8.181 2.949 6.674
H 6.676 2.005 6.456
H 2.374 2.846 7.158
H 2.640 1.313 6.470
H 3.276 1.573 8.060
H 3.627 2.602 4.473
H 5.386 2.662 4.689
H 4.577 1.111 5.066
H 3.141 4.989 10.171
H 2.532 5.191 8.440
H 2.434 3.625 9.382
H 6.232 3.661 9.240
H 5.065 2.409 9.551
H 5.210 3.835 10.622
C -4.585 -5.043 -3.249
N -4.138 -5.397 -1.888
C -3.570 -6.719 -1.884
P -4.495 -4.613 -0.424
O -3.337 -4.793 0.455
N -4.854 -3.031 -1.079
C -5.629 -2.135 -0.214
C -3.738 -2.342 -1.756
N -5.848 -5.168 0.362
C -6.942 -5.649 -0.412
C -5.949 -5.544 1.782
H -3.780 -5.173 -3.901
H -5.073 -4.121 -3.319
H -5.322 -5.809 -3.558
H -4.374 -7.475 -2.064
H -3.114 -6.841 -0.893
H -2.828 -6.846 -2.684
H -6.403 -2.734 0.400
H -4.949 -1.563 0.478
H -6.046 -1.359 -0.941
H -3.129 -1.766 -1.041
H -2.985 -2.942 -2.259
H -4.076 -1.641 -2.500
H -6.868 -5.137 -1.384
H -6.950 -6.785 -0.471
H -7.911 -5.413 -0.012
H -4.948 -5.654 2.145
H -6.375 -6.510 1.759
H -6.513 -4.767 2.301
C 4.815 5.777 0.855
N 4.415 4.367 1.191
C 5.512 3.801 2.073
P 3.972 3.341 -0.083
O 5.063 2.937 -1.039
N 3.423 1.932 0.607
C 3.253 0.716 -0.113
C 2.717 1.878 1.906
N 2.809 4.237 -0.864
C 1.371 4.206 -0.463
C 3.105 4.415 -2.270
H 4.188 6.129 0.101
H 5.879 5.730 0.551
H 4.582 6.429 1.694
H 5.277 2.721 2.253
H 5.473 4.341 3.027
H 6.507 3.920 1.661
H 3.229 -0.141 0.544
H 2.258 0.639 -0.513
H 3.948 0.581 -0.975
H 3.186 0.985 2.386
H 2.938 2.729 2.628
H 1.642 1.750 1.764
H 0.951 5.209 -0.543
H 0.825 3.484 -1.102
H 1.287 3.816 0.588
H 2.646 5.316 -2.723
H 2.865 3.537 -2.827
H 4.176 4.426 -2.373
C -5.533 4.045 -3.920
N -4.522 3.275 -4.653
C -4.788 2.998 -6.080
P -3.168 2.609 -3.958
O -3.028 1.184 -4.268
N -1.852 3.475 -4.350
C -1.899 4.771 -5.021
C -0.579 2.957 -3.871
N -3.337 2.964 -2.330
C -2.715 4.096 -1.632
C -4.194 2.127 -1.455
H -5.718 3.563 -2.972
H -6.446 4.004 -4.556
H -5.193 5.067 -3.723
H -4.020 2.305 -6.470
H -4.786 3.974 -6.591
H -5.610 2.357 -6.196
H -1.738 5.588 -4.311
H -1.137 4.933 -5.817
H -2.830 4.991 -5.508
H -0.111 3.388 -3.008
H -0.749 1.885 -3.563
H 0.144 2.892 -4.743
H -1.716 3.841 -1.212
H -2.466 4.991 -2.232
H -3.319 4.436 -0.806
H -4.853 2.711 -0.821
H -3.597 1.465 -0.822
H -4.705 1.404 -2.106
C 2.785 -3.208 -5.814
C 3.372 -2.234 -4.813
O 2.988 -0.864 -5.279
S 2.587 0.326 -4.299
C 4.114 1.207 -4.102
O 1.644 1.115 -5.063
O 2.224 -0.215 -3.037
H 3.159 -3.216 -6.842
H 1.733 -3.075 -5.905
H 2.967 -4.233 -5.465
H 2.914 -2.496 -3.879
H 4.523 -2.230 -4.626
H 4.182 1.855 -3.185
H 4.448 1.649 -4.995
H 4.751 0.363 -3.870
C -1.626 6.550 5.579
C -0.240 7.118 5.341
O 0.710 6.019 5.561
S 1.182 5.256 4.252
C 2.657 6.114 3.752
O 1.533 3.943 4.713
O 0.123 5.357 3.314
H -1.842 5.696 4.973
H -2.396 7.291 5.540
H -1.635 6.362 6.627
H -0.119 7.611 4.350
H 0.001 7.828 6.101
H 2.563 7.209 3.512
H 2.951 5.561 2.850
H 3.424 5.854 4.484
C -2.739 2.715 1.842
C -1.340 2.206 1.713
O -0.947 1.739 0.337
S -0.815 0.152 0.253
C -0.497 -0.041 -1.436
O 0.317 -0.314 0.937
O -2.101 -0.334 0.620
H -2.810 3.303 2.747
H -3.412 1.843 1.817
H -2.949 3.331 0.942
H -0.643 3.026 1.905
H -1.166 1.377 2.365
H -0.732 -1.058 -1.698
H 0.574 0.164 -1.611
H -1.196 0.517 -2.082

Cartesian forces, eV/Å:
C 1.698 -0.166 0.269
N 1.892 0.782 0.967
C -0.354 -0.716 0.122
P -0.497 -0.770 0.787
O 0.238 0.103 -0.876
N -0.526 -0.075 -1.365
C 1.033 -0.764 -0.684
C 0.902 0.103 0.510
N 0.368 0.707 -0.564
C -1.880 -0.435 1.086
C -0.067 -0.720 -2.125
H -0.073 0.298 -0.191
H -0.697 -0.395 -0.734
H -0.937 0.456 0.632
H 0.633 -0.438 -0.260
H -2.196 0.641 -0.665
H 0.214 0.299 -0.312
H -0.560 0.133 0.043
H -0.221 0.884 0.026
H 0.042 -0.395 0.832
H -0.971 1.085 0.961
H 0.409 -0.144 0.110
H 0.488 -0.858 -0.366
H 0.622 -0.031 -0.107
H 0.371 -0.316 0.026
H 0.639 0.410 -0.207
H -0.196 0.552 0.507
H -0.939 -0.025 0.525
H 0.659 -0.469 1.005
C -1.178 0.136 -2.647
N 1.016 0.660 0.027
C -0.424 0.210 2.688
P 0.008 -2.107 0.593
O -0.044 0.267 -0.845
N 1.270 2.138 -0.163
C 0.596 -0.083 -0.102
C -0.783 -0.328 -1.565
N -0.899 0.136 -0.571
C -0.962 2.426 0.687
C -1.024 0.806 1.412
H 0.093 -0.247 0.291
H 0.103 0.330 0.831
H 0.442 0.216 0.831
H 0.012 0.067 -0.805
H -0.075 -0.446 -0.811
H 0.382 -0.197 -0.493
H 0.977 -0.468 0.116
H -0.864 -0.488 0.111
H -0.543 0.400 0.144
H 0.359 -0.401 -0.389
H -1.172 0.270 2.011
H 0.812 -0.162 0.258
H -0.073 -0.706 -1.079
H 0.888 -1.494 0.277
H 0.269 -0.136 0.095
H -0.972 -0.702 -0.048
H 0.941 -0.976 -0.308
H 0.852 0.949 -0.307
C -0.219 0.935 -0.990
N -0.804 -0.960 -1.675
C 0.791 -0.014 1.855
P -1.043 0.763 -1.220
O -0.255 -0.103 0.668
N 0.372 -0.384 -0.261
C 0.897 0.027 1.079
C -0.398 -0.150 0.810
N 1.675 -1.158 0.414
C 0.428 1.624 0.462
C -1.175 1.138 -0.003
H -0.115 -0.136 0.741
H 0.325 -0.146 0.047
H 0.123 -0.194 0.071
H 0.458 0.065 -0.078
H -0.465 -0.316 -0.136
H 0.133 0.413 -0.163
H 0.012 0.213 -0.084
H -0.304 0.418 -0.553
H 0.024 -0.287 -0.781
H -0.174 0.239 0.002
H 0.095 0.258 0.209
H 0.218 -0.201 -0.134
H 0.472 -0.091 0.133
H -0.829 -0.619 0.286
H -0.754 0.002 -1.297
H 0.785 -1.248 -0.195
H -0.301 -0.348 0.651
H 0.034 0.296 0.068
C 0.518 -0.371 0.718
N 0.137 -0.113 0.180
C -0.356 -0.954 2.221
P -0.664 1.348 -0.179
O 1.610 -1.405 1.378
N 1.883 1.198 -1.369
C -0.984 -2.690 0.569
C -0.355 1.463 0.373
N -0.302 0.292 -0.049
C -1.823 -2.503 -0.234
C 1.776 -0.309 -2.022
H -0.315 0.861 0.176
H 0.362 0.056 0.000
H -0.846 0.014 -0.998
H 0.121 0.500 -1.958
H -0.177 0.302 -0.308
H 0.198 -0.195 -0.159
H -1.120 1.033 0.362
H 0.087 0.040 -0.046
H -0.289 0.435 -0.004
H 0.662 -0.751 0.764
H -0.253 -0.335 0.363
H -0.147 -0.499 -0.571
H 0.373 0.803 -0.023
H 0.241 0.086 0.413
H 1.012 1.531 -0.638
H -0.197 -0.191 0.575
H -0.309 -0.133 0.324
H -0.660 0.454 0.444
C -1.455 -2.198 1.808
N -0.777 1.176 -0.346
C -0.467 -0.453 0.740
P 0.311 0.827 -2.120
O 0.781 0.228 0.975
N 0.518 -2.005 0.939
C -0.162 0.635 -0.177
C 0.594 0.373 0.858
N 0.076 0.223 -0.012
C -0.114 -0.838 -1.242
C 1.084 1.295 -1.439
H 1.485 0.284 -1.160
H -0.323 1.509 0.006
H 0.035 0.188 -0.064
H 0.546 0.211 0.222
H 0.024 -0.468 -0.422
H 0.043 0.161 0.253
H 1.085 1.205 -1.237
H -0.590 -0.534 -0.335
H -0.125 -0.932 1.285
H -0.346 0.009 0.147
H -0.510 -0.748 -0.004
H -0.604 0.294 -0.285
H -0.331 -0.742 -0.047
H 0.217 1.116 -0.381
H -0.471 0.501 0.482
H 0.514 0.216 0.598
H -0.910 -1.002 0.571
H -0.087 -0.438 0.339
C 0.355 -1.947 0.776
N 1.343 -0.301 0.580
C -1.831 -0.570 0.113
P 1.425 -0.718 -0.482
O -0.770 0.620 0.504
N -0.229 1.861 1.876
C 0.004 -0.584 -1.683
C 1.286 0.132 0.747
N -0.817 0.030 0.424
C 1.085 -1.031 0.335
C -0.022 0.617 -0.257
H -0.813 0.509 -1.689
H -0.548 0.661 0.187
H 0.633 -0.080 0.367
H 0.454 0.934 -0.113
H -0.008 -0.134 -0.078
H 0.126 -0.066 -0.388
H 0.760 -0.267 0.458
H -0.631 0.242 -0.543
H -0.269 0.220 0.959
H -0.869 0.371 0.049
H -0.400 -0.771 -1.455
H 0.019 -0.105 0.239
H -0.124 -0.099 0.059
H 0.090 0.437 0.243
H 0.059 0.622 -0.911
H 0.105 -0.439 0.408
H -0.895 -0.610 -0.728
H 0.383 0.603 -0.102
C 0.220 -0.449 -0.928
N 0.421 -0.408 -0.369
C 2.103 0.379 0.904
P -1.398 0.855 1.110
O 0.100 -0.687 0.255
N 0.572 1.261 -0.814
C 1.065 0.494 0.127
C 0.406 -2.214 -1.791
N -0.484 0.138 0.977
C 1.506 -0.040 -0.493
C 1.064 -0.841 -1.131
H -0.334 -0.003 0.264
H 0.485 0.369 0.678
H -0.313 0.094 -0.170
H 0.228 0.808 0.102
H -0.379 -0.687 -0.412
H -1.935 -0.172 -0.229
H 0.067 0.088 0.132
H -0.145 -0.685 0.541
H -0.668 -0.375 -0.007
H 0.001 1.046 0.371
H 0.188 1.033 -0.566
H -0.647 0.234 1.184
H -0.552 -0.228 0.025
H -0.624 -0.534 -0.254
H -0.472 0.033 0.178
H -0.293 0.150 -0.147
H 0.183 0.254 0.271
H -0.398 0.434 0.202
C 1.227 -0.865 -0.454
C 1.405 0.742 -0.428
O 0.201 -0.533 0.533
S -0.517 1.040 -1.936
C -0.045 -0.959 2.039
O 0.886 -0.662 0.759
O -0.267 -0.458 0.918
H 0.354 0.550 0.229
H -0.875 0.221 0.257
H -0.120 0.221 0.189
H -0.322 0.549 0.671
H -1.975 -0.170 -0.753
H -0.513 -0.411 -0.990
H 0.136 0.702 -1.088
H 0.641 -0.109 0.039
C 0.699 0.909 0.507
C -0.271 -0.394 -0.850
O 0.039 0.744 -0.495
S 0.576 -0.430 1.713
C 0.032 -0.022 -0.912
O 0.318 0.217 -0.362
O -0.584 0.285 -1.447
H -0.143 -0.422 -0.245
H -0.497 0.689 -0.786
H -0.071 -1.086 0.862
H 0.111 -0.623 0.595
H 0.228 0.532 0.479
H -0.253 -1.216 0.491
H -0.171 0.187 -0.139
H -0.241 0.398 0.345
C -0.394 -0.626 -1.761
C 1.187 0.549 -0.770
O -0.057 0.195 0.654
S -1.736 1.464 -1.195
C -0.031 0.489 -1.057
O 1.787 -0.672 1.499
O -0.805 -0.691 0.124
H -0.212 0.061 0.162
H -0.101 0.513 0.263
H -0.063 -0.142 0.803
H 0.109 -0.279 0.105
H 0.291 -0.398 0.603
H 0.221 -0.750 0.229
H -0.737 0.002 -0.149
H 0.363 0.273 0.479

Orbital gap = 8.19 eV
SMILES = CN(C)P(=O)(N(C)C)N(C)C.CN(C)P(=O)(N(C)C)N(C)C.CN(C)P(=O)(N(C)C)N(C)C.CN(C)P(=O)(N(C)C)N(C)C.CN(C)P(=O)(N(C)C)N(C)C.CN(C)P(=O)(N(C)C)N(C)C.CN(C)P(=O)(N(C)C)N(C)C.CCOS(C)(=O)=O.CCOS(C)(=O)=O.CCOS(C)(=O)=O
M = 1626.91 g/mol
Spin multiplicity = 1
E_LUMO = 0.390 eV